A structure of composition C8H17CrP2 at a distorted geometry, computed with ωB97M-V with the def2-TZVPD basis set.

XYZ file:
```
28
Properties=species:S:1:pos:R:3:forces:R:3
Cr -0.83708 -0.27372 -0.45672 -0.79 0.46 1.31
P -2.44287 0.26780 1.38977 1.20 -0.40 -0.94
P 1.24159 -0.62729 0.78400 -1.94 0.61 -1.37
C -0.85013 -0.54988 -2.66263 -0.45 0.58 -0.13
C -2.28965 0.95304 -1.61949 0.48 -0.67 -0.23
C 1.05986 0.41502 2.26139 0.66 -0.24 0.52
C -0.10918 0.65634 -2.38469 -0.40 -0.33 0.23
C -2.20167 -0.36361 -2.19960 0.57 0.53 -0.40
C 2.46729 0.31121 -0.18091 0.77 -0.24 0.20
C 2.10116 -2.12921 1.31323 0.52 0.00 0.29
C -0.99394 1.57043 -1.70614 -0.21 -0.45 -0.51
H 3.45443 0.26169 0.30757 -0.14 0.22 -0.26
H -1.94554 0.27726 2.73386 -0.94 0.18 -0.12
H 3.06294 -1.84798 1.77327 -0.25 -0.26 -0.04
H -0.75698 2.57283 -1.35539 0.00 -0.29 -0.19
H -3.03822 1.56527 1.24464 0.24 -0.52 0.43
H -3.19622 1.40823 -1.22216 0.31 -0.15 -0.13
H 0.21228 0.07317 2.86210 0.29 -0.04 -0.02
H -3.02392 -1.07687 -2.28258 0.38 0.27 0.02
H 2.13046 1.34968 -0.25619 0.06 -0.17 0.03
H 0.84431 1.43750 1.94212 0.08 -0.12 -0.03
H 2.29409 -2.77301 0.44869 -0.07 0.15 0.13
H 0.91802 0.87417 -2.69673 -0.54 -0.21 0.22
H 1.49006 -2.68585 2.03188 0.12 0.13 -0.13
H 1.98673 0.38690 2.84893 -0.20 0.23 0.19
H -3.62917 -0.51925 1.45909 0.28 0.31 0.38
H 2.52922 -0.09906 -1.19701 0.04 0.06 0.34
H -0.47790 -1.43484 -3.18033 -0.08 0.38 0.19
```
Positions in Å, forces in eV/Å.

Properties
- Relative energy (zero: lowest compared OMol25 entry of this formula, charge and spin): 0.000 eV
- Gap between HOMO and LUMO (alpha / beta): 6.8 / 5.6 eV
- Spin multiplicity: 4
- Total energy: -55568.156 eV
- HOMO (alpha / beta): -0.224 / -0.187 hartree
- <S²>: 3.818
- M: 227.2 Da

A structure of composition C8H17EuOP2 at a distorted geometry, computed with ωB97M-V with the def2-TZVPD basis set.

XYZ file:
```
29
Properties=species:S:1:pos:R:3:forces:R:3
Eu 0.60050 -1.73752 0.00686 0.17 -0.64 -1.59
P -0.66542 -0.02036 2.28431 0.15 -0.26 -2.19
P 3.02680 -0.10456 0.07854 0.48 -1.04 -0.06
O -0.95905 -0.23951 0.79507 -0.22 0.40 1.63
C -1.12194 -0.57160 -2.92460 1.90 1.03 -0.59
C 0.43353 -1.31368 2.90305 0.10 0.23 0.73
C -0.99373 0.39731 -5.02279 0.24 -0.23 0.88
C -1.82898 -0.34492 -4.13544 0.77 0.14 0.24
C 0.16949 1.54045 2.53580 0.04 0.50 0.44
C 0.25137 0.65004 -4.37275 -0.55 -0.44 0.30
C 0.21671 0.06790 -3.07877 -2.09 -0.88 -0.16
C -2.17915 -0.03337 3.21964 -0.43 0.02 0.62
H 0.45256 -1.21927 3.99578 0.14 -0.10 0.05
H -2.94707 0.52986 2.67206 0.28 -0.15 0.07
H -2.02822 0.42887 4.20481 -0.06 -0.14 -0.15
H -2.52636 -1.06620 3.35741 0.10 0.26 -0.12
H 3.12027 1.32516 0.17012 0.34 0.48 -0.03
H 0.05488 -2.32927 2.66580 0.05 0.28 -0.04
H 4.11242 -0.38484 0.97446 -0.32 0.36 -0.13
H -2.83997 -0.68653 -4.34916 0.19 0.07 0.04
H 3.81339 -0.21844 -1.12143 -0.34 0.29 0.39
H -0.37674 2.32343 1.99128 0.12 -0.23 0.10
H 1.00638 0.09138 -2.31983 -0.13 0.13 -0.22
H 1.48008 -1.19859 2.55007 -0.47 -0.05 0.03
H 0.17554 1.78657 3.60715 0.08 0.02 -0.20
H 1.09148 1.19678 -4.79795 -0.17 -0.12 0.08
H -1.48050 -1.08874 -2.02689 -0.08 0.20 -0.33
H -1.26149 0.71921 -6.02702 0.04 -0.05 0.19
H 1.20321 1.50044 2.16442 -0.37 -0.09 0.01
```
Positions in Å, forces in eV/Å.

Properties
- Gap between HOMO and LUMO (alpha / beta): 3.2 / 4.8 eV
- Spin multiplicity: 8
- Total energy: -48519.244 eV
- HOMO (alpha / beta): -0.029 / -0.096 hartree
- <S²>: 15.774
- M: 343.1 Da
- Charge: -1

Copy entry 1 word for word.
A structure of composition C8H17CrP2 at a distorted geometry, computed with ωB97M-V with the def2-TZVPD basis set.

XYZ file:
```
28
Properties=species:S:1:pos:R:3:forces:R:3
Cr -0.83708 -0.27372 -0.45672 -0.79 0.46 1.31
P -2.44287 0.26780 1.38977 1.20 -0.40 -0.94
P 1.24159 -0.62729 0.78400 -1.94 0.61 -1.37
C -0.85013 -0.54988 -2.66263 -0.45 0.58 -0.13
C -2.28965 0.95304 -1.61949 0.48 -0.67 -0.23
C 1.05986 0.41502 2.26139 0.66 -0.24 0.52
C -0.10918 0.65634 -2.38469 -0.40 -0.33 0.23
C -2.20167 -0.36361 -2.19960 0.57 0.53 -0.40
C 2.46729 0.31121 -0.18091 0.77 -0.24 0.20
C 2.10116 -2.12921 1.31323 0.52 0.00 0.29
C -0.99394 1.57043 -1.70614 -0.21 -0.45 -0.51
H 3.45443 0.26169 0.30757 -0.14 0.22 -0.26
H -1.94554 0.27726 2.73386 -0.94 0.18 -0.12
H 3.06294 -1.84798 1.77327 -0.25 -0.26 -0.04
H -0.75698 2.57283 -1.35539 0.00 -0.29 -0.19
H -3.03822 1.56527 1.24464 0.24 -0.52 0.43
H -3.19622 1.40823 -1.22216 0.31 -0.15 -0.13
H 0.21228 0.07317 2.86210 0.29 -0.04 -0.02
H -3.02392 -1.07687 -2.28258 0.38 0.27 0.02
H 2.13046 1.34968 -0.25619 0.06 -0.17 0.03
H 0.84431 1.43750 1.94212 0.08 -0.12 -0.03
H 2.29409 -2.77301 0.44869 -0.07 0.15 0.13
H 0.91802 0.87417 -2.69673 -0.54 -0.21 0.22
H 1.49006 -2.68585 2.03188 0.12 0.13 -0.13
H 1.98673 0.38690 2.84893 -0.20 0.23 0.19
H -3.62917 -0.51925 1.45909 0.28 0.31 0.38
H 2.52922 -0.09906 -1.19701 0.04 0.06 0.34
H -0.47790 -1.43484 -3.18033 -0.08 0.38 0.19
```
Positions in Å, forces in eV/Å.

Properties
- Relative energy (zero: lowest compared OMol25 entry of this formula, charge and spin): 0.000 eV
- Gap between HOMO and LUMO (alpha / beta): 6.8 / 5.6 eV
- Spin multiplicity: 4
- Total energy: -55568.156 eV
- HOMO (alpha / beta): -0.224 / -0.187 hartree
- <S²>: 3.818
- M: 227.2 Da